[1]
Density functional theory data (ωB97M-V/def2-TZVPD) for a structure of composition C34H55F21InN4O14.

Properties
- E_HOMO: -4.6 eV
- Orbital gap: 6.1272 eV
- M: 1257.604 u

ORCA input file:
```
! RIJCOSX wB97M-V def2-TZVPD def2/J DEFGRID3
* xyz -1 1
N 0.7488 1.8153 -0.3352
C 0.9954 0.9391 -1.5059
C 2.5014 0.7762 -1.7331
C 3.1047 -0.5930 -1.3837
C 2.3247 -1.8131 -1.8801
In 2.1767 -2.0339 -4.0988
C 4.0856 -2.9562 -4.8165
C 4.8861 -2.2905 -5.9499
N 5.8001 -1.2561 -5.4513
N 4.0219 -1.6181 -6.9258
N 5.7421 -3.2680 -6.6798
H 1.1446 2.7273 -0.5418
H -0.2468 1.9852 -0.2343
H 0.5108 -0.0137 -1.3026
H 0.5357 1.3629 -2.4008
H 2.7526 1.0418 -2.7606
H 2.9942 1.5237 -1.0950
H 3.2782 -0.6309 -0.2954
H 4.1010 -0.6285 -1.8423
H 1.3401 -1.8964 -1.4122
H 2.8781 -2.7044 -1.5548
H 1.7248 -0.5310 -4.9241
H 0.8762 -3.2420 -4.4155
H 3.8856 -3.9986 -5.0865
H 4.7478 -2.9835 -3.9434
H 5.2417 -0.5939 -4.9208
H 6.4412 -1.6794 -4.7907
H 4.5913 -0.8977 -7.3593
H 3.8215 -2.2650 -7.6812
H 5.1600 -4.0750 -6.8793
H 6.4546 -3.6134 -6.0429
C -6.2793 2.6524 -2.2180
C -5.5507 1.4494 -1.6657
O -4.5314 0.9925 -2.5847
C -3.3815 1.6452 -2.5409
O -3.1035 2.5714 -1.8363
C -2.3674 0.9972 -3.5139
F -2.9289 0.7455 -4.7019
F -1.9461 -0.1554 -2.9905
F -1.3315 1.8034 -3.6959
H -6.6968 2.4212 -3.1984
H -7.0921 2.9383 -1.5509
H -5.6023 3.4993 -2.3221
H -6.2113 0.5931 -1.5541
H -5.0820 1.6591 -0.7055
C -6.4630 -1.2762 4.9502
C -6.0339 0.0433 4.3533
O -6.4469 0.1473 2.9661
C -7.6940 0.5097 2.7548
O -8.5338 0.7693 3.5657
C -7.9531 0.6141 1.2319
F -7.4629 -0.4382 0.5752
F -7.3581 1.7200 0.7552
F -9.2553 0.6996 0.9829
H -6.0752 -2.1061 4.3598
H -6.0730 -1.3585 5.9644
H -7.5487 -1.3529 4.9923
H -4.9516 0.1351 4.3158
H -6.4419 0.8898 4.9039
C -11.4187 1.7015 4.6713
C -11.2805 3.0297 5.3739
O -11.8969 3.0006 6.6867
C -11.1754 2.4707 7.6557
O -10.0700 2.0228 7.5899
C -11.9628 2.5426 8.9880
F -13.2326 2.1545 8.8321
F -11.9656 3.8054 9.4416
F -11.3953 1.7683 9.9066
H -12.4679 1.4106 4.6059
H -11.0081 1.7748 3.6659
H -10.8713 0.9220 5.1982
H -11.8097 3.8206 4.8477
H -10.2362 3.3200 5.4826
C 3.7600 2.3600 1.8441
C 4.2272 3.7062 1.3509
O 3.6336 4.7870 2.1236
C 4.2042 5.0653 3.2720
O 5.1642 4.5517 3.7699
C 3.4694 6.2486 3.9511
F 2.1432 6.1025 3.9068
F 3.7857 7.3953 3.3310
F 3.8378 6.3508 5.2277
H 2.6718 2.2994 1.8183
H 4.1515 1.5799 1.1911
H 4.1051 2.1680 2.8603
H 3.8955 3.8925 0.3325
H 5.3111 3.8074 1.3899
C 6.4029 3.0647 6.2018
C 6.2867 2.6719 7.6548
O 6.0819 1.2434 7.8034
C 7.1647 0.4928 7.7506
O 8.2981 0.8444 7.6120
C 6.7771 -0.9934 7.9534
F 5.7137 -1.3323 7.2201
F 6.4776 -1.2056 9.2455
F 7.7894 -1.7884 7.6235
H 5.5284 2.7338 5.6443
H 6.4695 4.1475 6.1127
H 7.2899 2.6244 5.7473
H 5.4089 3.1164 8.1181
H 7.1671 2.9587 8.2288
C 5.4871 -3.8319 1.9400
C 5.7202 -5.2894 1.6119
O 5.3282 -5.5804 0.2531
C 6.2090 -5.2719 -0.6842
O 7.3071 -4.8260 -0.5271
C 5.6185 -5.5926 -2.0805
F 4.3604 -5.1794 -2.1629
F 5.6461 -6.9241 -2.2836
F 6.3463 -5.0145 -3.0267
H 4.4479 -3.5612 1.7541
H 5.7141 -3.6519 2.9912
H 6.1242 -3.1897 1.3335
H 5.0948 -5.9404 2.2187
H 6.7630 -5.5738 1.7494
C -0.4064 -1.3046 -7.9291
C -0.1477 -2.7103 -8.4027
O -0.7021 -2.9403 -9.7333
C 0.0178 -2.5315 -10.7528
O 1.0891 -2.0020 -10.7499
C -0.7163 -2.8809 -12.0729
F -2.0157 -2.5633 -12.0225
F -0.6239 -4.1996 -12.3126
F -0.1709 -2.2348 -13.1008
H -1.4723 -1.0714 -7.9540
H -0.0515 -1.2153 -6.9032
H 0.1195 -0.5713 -8.5400
H -0.6515 -3.4410 -7.7759
H 0.9158 -2.9414 -8.4179
*
```

Löwdin population analysis, charges in e, atoms 1 to 5: N -0.011; C -0.272; C -0.222; C -0.331; C -0.340



[2]
Density functional theory data (ωB97M-V/def2-TZVPD) for a structure of composition C34H56AsF6O26.

Properties
- E_HOMO (alpha / beta): -10.7 / -10.7 eV
- Orbital gap (alpha / beta): 8.7979 / 2.4652 eV
- M: 1069.706 u

ORCA input file:
```
! RIJCOSX wB97M-V def2-TZVPD def2/J DEFGRID3
* xyz 0 2
As 10.7362 -23.7688 12.8490
F 11.0909 -22.2519 11.9838
F 12.4818 -24.2692 12.6576
F 10.4401 -25.2164 13.8849
F 8.9780 -23.4093 12.8905
F 10.3952 -24.6872 11.3054
F 11.1177 -22.8986 14.3914
C 14.4550 -23.0188 10.1745
O 14.5683 -22.6689 11.5376
H 14.8123 -22.1796 9.5777
H 15.0552 -23.9185 10.0393
H 13.4431 -23.2147 9.8199
H 14.0643 -23.2914 12.0668
C 10.6816 -25.1114 7.9840
O 9.7461 -25.5858 8.8923
H 10.6532 -24.0224 8.0211
H 11.6510 -25.5166 8.2740
H 10.5479 -25.4418 6.9539
H 10.1355 -25.4486 9.7590
C 5.1865 -23.4062 8.7466
C 6.2385 -22.6560 9.5907
C 7.5953 -23.2263 9.4046
O 8.3567 -22.0490 9.1670
C 7.5734 -21.0638 8.7528
O 7.9445 -20.0105 8.2308
O 6.3384 -21.3607 9.0929
H 4.2198 -22.9044 8.7892
H 4.9334 -24.3972 9.1236
H 5.5688 -23.4757 7.7282
H 6.0236 -22.6443 10.6592
H 7.8508 -23.9192 8.6029
H 7.9734 -23.6775 10.3220
C 5.8136 -24.4963 12.5224
C 6.4809 -25.7882 11.9817
C 7.6085 -26.3975 12.8042
O 7.3938 -27.7838 12.6592
C 6.0597 -27.9470 12.3298
O 5.4543 -29.0000 12.4518
O 5.5443 -26.8056 11.8186
H 5.1533 -24.1739 11.7174
H 6.5531 -23.7032 12.6332
H 5.2936 -24.6320 13.4707
H 6.8330 -25.5189 10.9860
H 7.6344 -26.1650 13.8688
H 8.5925 -26.2196 12.3704
C 12.1570 -19.7186 15.6720
C 12.9606 -20.9594 15.7863
C 13.7116 -21.4304 14.5125
O 15.0337 -21.6007 14.9335
C 15.1348 -21.2327 16.2422
O 16.0908 -21.3975 16.9615
O 14.0173 -20.7067 16.6688
H 11.2084 -19.8174 15.1442
H 12.6845 -18.8247 15.3391
H 11.8983 -19.4214 16.6883
H 12.3880 -21.7950 16.1887
H 13.5767 -20.6629 13.7504
H 13.3084 -22.3382 14.0637
C 8.4210 -20.1229 12.7606
C 9.5679 -19.1806 12.3051
C 10.4998 -19.7235 11.2478
O 10.7180 -18.6339 10.3521
C 9.7310 -17.7392 10.5148
O 9.5022 -16.7252 9.8090
O 9.0006 -18.0904 11.5646
H 8.7040 -21.0811 13.1963
H 7.7827 -20.3564 11.9084
H 7.7659 -19.6271 13.4770
H 10.1826 -18.8168 13.1284
H 10.0404 -20.6469 10.8950
H 11.4390 -20.0370 11.7036
C 11.9355 -26.5257 17.1533
C 12.7526 -25.4916 16.3370
C 13.5048 -24.5040 17.2638
O 14.8339 -24.4329 16.6993
C 14.9734 -25.2900 15.7225
O 15.9995 -25.3519 15.0240
O 13.8586 -26.1018 15.6432
H 10.9740 -26.1546 17.5081
H 12.3911 -26.9135 18.0644
H 11.8210 -27.4477 16.5834
H 12.1848 -24.8846 15.6318
H 13.5786 -24.9289 18.2649
H 13.1124 -23.4900 17.3409
C 13.6934 -26.5986 10.3966
C 14.0758 -26.6585 11.8564
C 13.0277 -27.2645 12.8198
O 13.6982 -28.2422 13.5125
C 14.8316 -28.5001 12.9528
O 15.5594 -29.4202 13.3655
O 15.0733 -27.6459 11.9483
H 12.8847 -25.8951 10.1989
H 13.2497 -27.5269 10.0367
H 14.5010 -26.4614 9.6775
H 14.3538 -25.6458 12.1484
H 12.2483 -27.7393 12.2238
H 12.6181 -26.5368 13.5203
C 8.7456 -28.5846 15.3223
C 9.3478 -29.9476 14.7888
C 10.8510 -29.9814 14.8458
O 11.1770 -31.2903 15.2887
C 10.0814 -31.9005 15.7264
O 10.0304 -33.0585 16.1700
O 9.0462 -31.0011 15.6333
H 9.0873 -28.4036 16.3415
H 7.6776 -28.7367 15.4778
H 9.0827 -27.6756 14.8242
H 8.9680 -30.2930 13.8273
H 11.2250 -29.1844 15.4885
H 11.2113 -29.8065 13.8321
C 6.6830 -22.2800 15.8208
C 7.5391 -22.8456 16.9350
C 8.5373 -23.8731 16.4927
O 9.6630 -23.4966 17.2036
C 9.5993 -22.2547 17.5760
O 10.4871 -21.6289 18.1873
O 8.4087 -21.7912 17.2747
H 6.1106 -21.3843 16.0620
H 6.0383 -23.0187 15.3445
H 7.3269 -22.0941 14.9612
H 6.8878 -23.1069 17.7690
H 8.6959 -23.8643 15.4143
H 8.2061 -24.8659 16.7973
*
```

Löwdin population analysis, charges in e, atoms 1 to 5: As 1.014; F -0.247; F -0.274; F -0.256; F -0.258